# C24H27N2O2

An isolated ion of composition C24H27N2O2 and charge +1 (the ωB97M-V functional and the def2-TZVPD basis, the Open Molecules 2025 dataset).

Atoms and positions in Å:
C  -7.585  -0.378  -0.382
O  -6.644  -1.271  0.177
C  -5.359  -0.897  0.277
C  -4.838  0.327  -0.140
C  -3.490  0.601  0.008
C  -2.630  -0.328  0.572
C  -1.147  -0.088  0.753
N  -0.410  -1.118  -0.067
C  1.056  -1.112  0.056
C  1.565  -0.780  -1.366
O  0.726  -0.709  -2.252
N  2.864  -0.595  -1.509
C  3.808  -0.604  -0.432
C  4.155  0.620  0.148
C  3.568  1.899  -0.365
C  5.070  0.618  1.190
C  5.626  -0.568  1.638
C  5.278  -1.767  1.046
C  4.364  -1.806  -0.002
C  4.028  -3.120  -0.641
C  -0.655  1.286  0.379
C  -0.146  2.125  1.362
C  0.318  3.388  1.035
C  0.287  3.819  -0.280
C  -0.218  2.986  -1.266
C  -0.691  1.727  -0.942
C  -3.158  -1.545  1.011
C  -4.494  -1.830  0.863
H  -8.539  -0.900  -0.349
H  -7.339  -0.139  -1.421
H  -7.656  0.543  0.202
H  -5.475  1.078  -0.579
H  -3.118  1.562  -0.310
H  -0.888  -0.288  1.801
H  -0.519  -0.909  -1.114
H  -0.829  -2.033  0.114
H  1.448  -2.076  0.379
H  1.387  -0.343  0.756
H  3.200  -0.345  -2.432
H  3.787  2.717  0.315
H  2.488  1.831  -0.489
H  3.998  2.144  -1.336
H  5.353  1.553  1.647
H  6.340  -0.555  2.446
H  5.722  -2.689  1.387
H  3.647  -3.819  0.102
H  3.297  -3.015  -1.439
H  4.930  -3.560  -1.063
H  -0.122  1.795  2.391
H  0.705  4.032  1.809
H  0.651  4.801  -0.537
H  -0.249  3.318  -2.292
H  -1.090  1.098  -1.724
H  -2.522  -2.274  1.498
H  -4.906  -2.766  1.202

Values from the calculation:
multiplicity: 1
frontier orbital gap: 9.025 eV
highest occupied orbital energy: -11.3 eV
molar mass: 375.49 g mol⁻¹
SMILES: COc1ccc([C@@H]([NH2+]CC(=O)Nc2c(C)cccc2C)c2ccccc2)cc1
energy relative to the best compared isomer or geometry (same formula, charge and spin): 0.000 eV
charge: +1
lowest unoccupied orbital energy: -2.32 eV